Entry 1:
A 2-piece molecular cluster, C10H18O2Si overall at a distorted geometry. Source: the Open Molecules 2025 dataset; level of theory: the ωB97M-V functional and the def2-TZVPD basis.

Last column: Mulliken charge in e.
Element x y z (Å)
C 0.71465 2.43712 -1.96666  -1.14
C -0.38143 2.17323 -0.89482  -0.52
O -0.68525 0.81226 -0.66397  -0.16
C 0.17963 0.15957 0.07364  0.84
C 0.74849 0.59705 1.18946  -1.01
C 1.62791 -0.48915 1.83703  -0.41
C 1.38006 -1.69448 0.92357  0.31
C 1.99413 -3.03640 1.18241  -1.26
C 0.70322 -1.22547 -0.13280  0.47
C 0.17838 -2.10723 -1.20548  -1.52
H 1.61293 1.91111 -2.00213  0.36
H 0.20482 2.53949 -2.97006  0.30
H 0.87740 3.53901 -1.78861  0.34
H -1.29444 2.52569 -1.43946  0.28
H -0.22952 2.78838 -0.00071  0.40
H 0.79301 1.56015 1.70095  0.34
H 2.63339 -0.05611 1.69821  0.29
H 1.34722 -0.68907 2.90518  0.35
H 1.43015 -3.61774 1.94353  0.27
H 2.97429 -2.78255 1.55501  0.35
H 2.07752 -3.60873 0.22808  0.35
H -0.62969 -2.90928 -1.08572  0.16
H 1.15707 -2.68700 -1.43909  0.48
H -0.16537 -1.51958 -2.14626  0.26
C -3.55945 1.09202 0.58070  -0.94
Si -2.98270 -0.10199 -0.72828  0.56
O -2.77355 -1.60695 -0.40783  -0.54
H -2.66222 1.39760 1.13639  0.29
H -4.22733 2.00462 0.32635  0.31
H -4.10318 0.42093 1.36312  0.29
H -2.86264 0.30429 -2.17033  -0.11

Values from the calculation:
**ΔE to the lowest compared entry with this formula, charge and spin**: 26.6 kcal per mole
**E_tot**: -22632.15534 eV
**F_max**: 0.084 hartree/bohr

***

Entry 2:
A 2-piece molecular cluster, C10H18O3S overall at a distorted geometry. Source: the Open Molecules 2025 dataset; level of theory: the ωB97M-V functional and the def2-TZVPD basis.

Last column: Mulliken charge in e.
Element x y z (Å)
C 1.61956 -2.73561 -1.38284  -0.77
C 0.80975 -2.63799 -0.37933  0.44
C 0.00541 0.48981 -0.17381  0.33
C -0.79966 -0.63560 -0.68381  0.26
C -1.00041 1.61994 0.23066  1.69
C 0.42925 -3.33666 0.78294  -0.68
C 0.88197 0.12788 1.09551  -2.12
C -1.10852 -0.90193 -2.14716  -1.84
C -0.62295 2.40373 1.41634  -1.80
C -1.40298 2.42801 -1.01185  -1.66
O -3.33839 -1.30551 -0.24081  -0.73
O -1.81576 -1.19686 1.64209  -0.70
O -2.27290 0.89353 0.63399  -0.49
S -2.15424 -0.74432 0.34288  1.24
H 2.50484 -3.45933 -1.45768  0.29
H 1.34260 -2.15835 -2.29225  0.17
H 0.70806 0.80218 -0.95926  0.58
H 1.32337 -3.44981 1.55847  0.26
H -0.29976 -2.68609 1.25548  0.23
H -0.07686 -4.23476 0.63462  0.35
H 1.64924 0.89624 1.23298  0.42
H 1.32994 -0.79846 0.91259  0.66
H 0.38920 -0.05578 2.02335  0.36
H -1.56115 -1.86476 -2.21512  0.35
H -0.19292 -0.60759 -2.68500  0.43
H -1.98092 -0.33519 -2.41186  0.53
H 0.23048 3.11276 1.14540  0.34
H -0.47818 1.78138 2.35281  0.34
H -1.45074 3.09923 1.70446  0.46
H -1.40995 3.52123 -0.80769  0.40
H -2.39637 2.17039 -1.32897  0.37
H -0.80670 2.21223 -1.93669  0.30

Values from the calculation:
**ΔE to the lowest compared entry with this formula, charge and spin**: 101.7 kcal per mole
**E_tot**: -27634.09446 eV
**F_max**: 0.085 hartree/bohr

***

Question: Which formula does entry 2 have?
Answer: C10H18O3S